A 12-piece molecular cluster, C55H78Br4NO23S4 overall in a non-equilibrium geometry. Source: the OMol25 dataset; level of theory: ωB97M-V/def2-TZVPD.

Output
* E_tot: -430373.90662 eV
* LUMO: -5.2 eV
* multiplicity: 1
* charge: +1
* E_HOMO: -11.7 eV

Cartesian coordinates (Å):
C -31.52557 9.41886 -22.17276
C -31.79287 8.21850 -23.16649
C -32.29601 8.90269 -24.48706
C -31.28050 9.47530 -25.37476
C -30.30740 8.35907 -25.78445
C -29.48450 7.75751 -24.59476
N -30.52989 7.38191 -23.52666
O -30.07295 6.62864 -22.56863
C -28.54706 8.83584 -24.08798
C -28.69818 6.54084 -24.93108
C -32.88118 7.34332 -22.49603
H -31.13770 9.09808 -21.20721
H -32.37700 10.08592 -22.04840
H -30.73705 10.06110 -22.56875
H -33.03488 9.65738 -24.21906
H -32.74990 8.05190 -25.00106
H -30.82688 10.33366 -24.87690
H -31.73971 9.86249 -26.28397
H -29.62556 8.49997 -26.62311
H -30.99782 7.61070 -26.18266
H -27.75473 9.07169 -24.79881
H -28.14733 8.71308 -23.08174
H -28.93936 9.85158 -24.00236
H -28.05506 6.63428 -25.80641
H -29.27862 5.66569 -25.22339
H -28.11547 6.34425 -24.03113
H -32.58449 6.37912 -22.08372
H -33.48953 6.96347 -23.32088
H -33.53991 7.88075 -21.81722
Br -25.36078 10.37912 -21.77539
C -26.66927 11.72610 -21.07416
C -28.14981 11.31134 -21.01301
Br -28.24954 9.47349 -20.24673
H -26.50382 12.71754 -21.49275
H -26.30529 11.78512 -20.04947
H -28.75805 11.17829 -21.90690
H -28.79123 11.95367 -20.41049
Br -37.16210 7.84992 -22.49219
C -37.30605 6.44395 -21.10797
C -35.95136 6.29990 -20.43421
Br -34.92970 4.70008 -21.06278
H -37.62482 5.56912 -21.67004
H -38.07753 6.68773 -20.37978
H -35.94977 6.30114 -19.34453
H -35.29477 7.14800 -20.62268
O -32.43123 12.30049 -23.99961
S -32.70275 13.58556 -23.40156
O -33.47408 13.76401 -22.18374
O -31.31796 14.43162 -23.15797
C -30.22107 14.24288 -24.12675
C -28.97544 14.83759 -23.45682
C -33.57855 14.67553 -24.65545
H -30.40817 14.60984 -25.13436
H -30.08198 13.16222 -24.17393
H -28.12599 14.28512 -23.85761
H -28.94640 14.77689 -22.36995
H -28.97744 15.89086 -23.73650
H -33.98276 15.61778 -24.29382
H -34.28549 13.97236 -25.09287
H -32.78644 14.91542 -25.36558
O -31.68556 5.07602 -25.25145
S -32.47093 4.06753 -25.88966
O -32.00585 2.74323 -26.17413
O -33.83594 4.02067 -25.00327
C -34.93832 3.22806 -25.46690
C -35.69166 2.83521 -24.16865
C -33.22416 4.76314 -27.50248
H -34.60648 2.41995 -26.12016
H -35.58202 3.79718 -26.14112
H -35.10118 2.12916 -23.58632
H -36.66141 2.39493 -24.40134
H -35.88003 3.73908 -23.59245
H -32.38338 5.01107 -28.14919
H -34.03386 5.48950 -27.47353
H -33.63818 3.89862 -28.02497
O -28.83202 13.52791 -26.69243
S -28.76731 12.14666 -27.08750
O -28.28593 11.13559 -26.17837
O -30.29682 11.64019 -27.40765
C -31.20090 12.61010 -27.96566
C -32.60894 12.11522 -27.79603
C -27.98687 11.85417 -28.69311
H -30.94042 12.94071 -28.97234
H -31.20950 13.51942 -27.36239
H -33.27706 12.93415 -28.06594
H -32.71882 11.96806 -26.72038
H -32.95967 11.22940 -28.32170
H -26.92159 11.79555 -28.47783
H -28.19806 12.64796 -29.40779
H -28.48082 10.92250 -28.96364
O -34.44707 8.56626 -27.26242
S -35.68071 9.36207 -27.30734
O -35.52429 10.77519 -27.55953
O -36.60846 8.65078 -28.47480
C -36.62592 7.25685 -28.57385
C -36.66733 7.00572 -30.11734
C -36.68322 8.98814 -25.74936
H -37.46575 6.90368 -27.97413
H -35.74221 6.70694 -28.24629
H -35.98861 7.62358 -30.70219
H -37.67124 7.34644 -30.37466
H -36.55127 5.94217 -30.32119
H -36.57342 7.91176 -25.62652
H -37.70223 9.32290 -25.93505
H -36.27841 9.48015 -24.86644
C -32.59123 7.71969 -18.34849
C -33.57442 8.13010 -17.50937
C -34.51876 7.20311 -16.83228
O -35.33754 7.55499 -16.02672
C -34.22859 5.73412 -17.16155
C -33.22761 5.34287 -17.98869
C -32.37883 6.27835 -18.70775
O -31.49267 5.96027 -19.50686
H -31.86165 8.41084 -18.74699
H -33.62938 9.17785 -17.24670
H -34.85507 5.14735 -16.50293
H -33.24156 4.27238 -18.14193
C -31.13372 2.41477 -20.52730
C -30.99158 3.23406 -21.57346
C -29.84185 3.25393 -22.54188
O -29.71599 3.86682 -23.58793
C -28.94362 2.16604 -22.21526
C -29.06772 1.36426 -21.17713
C -30.13695 1.40922 -20.15052
O -30.16081 0.81794 -19.06999
H -31.99265 2.52100 -19.87856
H -31.65689 4.03978 -21.85917
H -28.04604 2.04619 -22.80759
H -28.30780 0.59634 -21.11491
C -28.34778 4.65079 -18.71218
C -28.13209 5.50807 -19.74510
C -27.10272 5.38793 -20.81612
O -26.99449 6.12092 -21.81105
C -26.25580 4.23082 -20.59310
C -26.45911 3.35000 -19.57882
C -27.46658 3.48591 -18.48496
O -27.53333 2.65607 -17.60837
H -29.10313 4.75531 -17.94515
H -28.77056 6.37145 -19.86701
H -25.40157 4.19426 -21.25603
H -25.95318 2.39521 -19.52286
C -31.87964 9.41244 -30.16297
C -31.70461 8.37386 -29.34380
C -30.64667 7.37848 -29.43724
O -30.60332 6.37371 -28.76738
C -29.78325 7.59487 -30.66596
C -29.95864 8.64776 -31.51236
C -31.00390 9.66567 -31.31950
O -30.98809 10.72117 -31.93789
H -32.76520 9.98040 -29.91529
H -32.38235 8.20991 -28.51537
H -28.92984 6.96251 -30.86702
H -29.11886 8.74183 -32.18665
C -24.91712 7.60050 -27.33116
C -24.89331 6.29978 -27.61508
C -25.96049 5.60915 -28.33832
O -25.96574 4.40936 -28.55767
C -27.09585 6.46688 -28.60524
C -27.07823 7.80151 -28.34075
C -25.97434 8.53235 -27.72189
O -25.90831 9.72478 -27.49109
H -24.07034 8.07912 -26.85712
H -24.00190 5.74342 -27.35988
H -28.01075 6.03868 -28.99092
H -27.88849 8.43750 -28.67530